ORCA calculation (ωB97M-V/def2-TZVPD) on a structure of composition C12H26AuClN3OTa at a distorted geometry.

Positions of all 45 atoms, in Å:
Au: -0.09835 -0.33469 -2.67908
Ta: -0.35599 0.20501 -0.05135
Cl: -1.49242 -0.19062 3.00419
O: -3.67566 2.32261 1.57728
N: -2.04273 1.15876 0.24198
N: -0.27204 -1.65869 -0.86568
N: 1.15698 1.44238 0.17790
C: -1.36400 -2.60224 -1.21029
C: -2.89652 1.74647 0.90846
C: 0.88690 3.84237 0.02441
C: -0.26843 -0.74511 1.82248
C: 1.05750 -2.30156 -0.62335
C: -2.61575 -1.79134 -1.49563
C: -0.93536 -3.36697 -2.45981
C: 2.20863 1.24477 -0.84284
C: -1.58730 -3.56180 -0.04520
C: 0.39343 2.68889 2.17334
C: 1.29476 2.69870 0.95051
C: 2.74470 2.86950 1.40817
H: -2.43768 -4.21079 -0.30153
H: 0.97607 4.79828 0.56109
H: 0.96766 -3.15993 0.05767
H: 1.52530 3.88052 -0.86548
H: 3.08623 1.97601 1.94205
H: -0.66898 2.60303 1.92027
H: 0.72091 -0.49831 2.23867
H: -3.43116 -2.48728 -1.74744
H: -0.15377 3.71847 -0.30607
H: -0.07866 -4.01272 -2.24860
H: 2.58524 2.22490 -1.16869
H: -0.66737 -2.67317 -3.26909
H: 1.48077 -2.63073 -1.58494
H: -1.82296 -3.01861 0.87791
H: 3.04256 0.63761 -0.45263
H: -2.92980 -1.17834 -0.63561
H: 1.75987 -1.57546 -0.18491
H: 0.67402 1.88678 2.86603
H: -0.70607 -4.19576 0.10851
H: -2.46020 -1.12990 -2.36518
H: 1.79071 0.75278 -1.74343
H: 2.79994 3.72265 2.09675
H: -0.37952 -1.83296 1.72161
H: -1.77249 -3.98917 -2.80142
H: 3.42438 3.07751 0.57472
H: 0.53665 3.64814 2.69423

Calculated values
Net charge: +2
F_max, eV/A: 4.05
Molar mass, g/mol: 641.7
E_HOMO, eV: -16.33
LUMO level, Ha: -0.3610

---

ORCA calculation (ωB97M-V/def2-TZVPD) on a structure of composition C4H15N2O2 at a distorted geometry.

Positions of all 23 atoms, in Å:
O: -4.62243 0.16386 -1.37636
O: 0.55746 1.59221 -0.31687
N: -1.42330 -0.51882 0.23094
N: 1.44628 -0.97080 -0.33294
C: -0.45715 -0.68060 1.27753
C: 2.22650 1.47011 -0.24754
C: 2.48252 0.02841 -0.06368
C: 0.70237 -1.60078 0.80111
H: 1.49339 0.89206 2.32793
H: 2.32753 1.82511 -1.24372
H: -5.33556 -0.42074 -1.73541
H: 2.95781 -0.16481 0.93476
H: -1.18153 0.38595 -0.24832
H: 3.01645 2.03456 0.28987
H: 0.20772 -2.54279 0.39398
H: 1.33320 -1.85226 1.77151
H: 1.31138 1.50861 0.57253
H: -4.61051 0.83129 -2.03901
H: -2.28926 -0.01965 0.68800
H: -0.01102 0.37139 1.40938
H: 0.83966 -0.57531 -0.98360
H: 3.35573 -0.18967 -0.81668
H: -0.78148 -1.00782 2.33411

Calculated values
Net charge: +1
F_max, eV/A: 4.83
Molar mass, g/mol: 123.2
E_HOMO, eV: -13.52
LUMO level, Ha: -0.3348

---

ORCA calculation (ωB97M-V/def2-TZVPD) on a cluster of 2 separate species, C2H4OS in total at a distorted geometry.

Positions of all 8 atoms, in Å:
S: -0.89142 -0.70669 2.31365
O: -1.32527 -0.06858 3.63347
C: 0.95763 0.16701 -0.71661
C: -0.31785 0.04384 -1.19046
H: 1.22780 1.17483 -0.79401
H: -0.54721 -0.90468 -1.34593
H: -0.72031 0.94743 -1.62272
H: 1.61663 -0.65314 -0.27740

Calculated values
F_max, eV/A: 5.55
Molar mass, g/mol: 76.1
E_HOMO (spin up / spin down), eV: -9.36 / -9.32
LUMO level (spin up / spin down), Ha: -0.0586 / -0.0593

---

ORCA calculation (ωB97M-V/def2-TZVPD) on the molecule C5H7N3 at a distorted geometry.

Positions of all 15 atoms, in Å:
N: -1.83821 -0.55273 0.56166
N: 1.32626 -0.38365 -1.66510
N: 0.49229 -0.78265 0.58349
C: 0.82428 0.95682 -0.91649
C: 0.17547 0.62375 0.52705
C: -0.81033 -1.29486 0.32439
C: -1.32099 0.82072 0.86635
C: 1.11757 -1.16706 -0.58200
H: -1.84349 1.26277 -0.00480
H: 0.81620 0.91839 1.34946
H: -1.01294 -2.46449 0.23846
H: 1.51328 -2.17201 -0.59997
H: 1.92399 1.50288 -0.86904
H: 0.19110 1.33716 -1.57350
H: -1.55449 1.39495 1.76005

Calculated values
F_max, eV/A: 7.31
Molar mass, g/mol: 109.1
E_HOMO, eV: -9.65
LUMO level, Ha: 0.0343